# 1
The following is a DFT calculation (wB97M-V/def2-TZVPD) of an isolated ion of composition C5H11N2O and charge +1 in a non-equilibrium geometry.

```
19
Properties=species:S:1:pos:R:3
C -1.8901 0.6570 0.8454
C -0.5473 0.4450 0.1071
C -0.8343 0.4218 -1.3598
O 0.3387 1.4563 0.4379
C 0.0743 -0.9179 0.5947
N 1.4530 -0.9882 0.3436
C 2.1420 0.1238 0.1340
N 3.3128 0.5426 -0.1374
H -2.0372 1.6944 1.2226
H -1.8229 -0.0345 1.6806
H -2.8106 0.3427 0.2275
H -0.1459 0.0111 -2.0650
H -1.0543 1.5081 -1.5155
H -1.7518 -0.2505 -1.4180
H -0.0012 -1.0785 1.7146
H -0.5071 -1.7334 0.0298
H 1.9934 -1.9185 0.2076
H 4.0848 -0.0709 -0.1069
H 3.5731 1.5218 -0.3463
```

Summary:
SMILES string	CC(C)([O-])C[NH+]=C=[NH2+]
E_LUMO (alpha / beta)	-6.300 / -6.300	eV
frontier orbital gap (alpha / beta)	7.91 / 7.91	eV
calculated total energy	-10380.014	eV
ΔE to the lowest compared entry with this formula, charge and spin	5.592	eV
maximum force	5.53	eV/Å
net charge	+1

***

# 2
The following is a DFT calculation (wB97M-V/def2-TZVPD) of a 2-piece molecular cluster, C5H11N2O overall in a non-equilibrium geometry.

```
19
Properties=species:S:1:pos:R:3
C 0.8101 -2.4650 1.4271
C -0.2424 0.2151 0.0929
C -0.3717 -3.1510 1.7419
C -1.5123 1.9398 -1.1567
C 1.6257 1.5837 -1.0812
N -1.3644 0.7097 -0.3278
N 0.8932 0.6875 -0.1423
O 1.8814 -2.1477 1.0905
H -0.1860 -3.8407 2.4440
H -0.6485 -3.6780 0.8579
H -1.1865 -2.5689 2.2330
H -0.8780 1.8659 -2.0870
H -2.4555 2.0942 -1.4110
H -1.0665 2.6788 -0.4902
H 0.9368 2.5681 -1.1810
H 1.7361 1.1441 -1.9902
H 2.5749 1.8520 -0.5774
H -2.1367 0.4288 0.2392
H 1.5902 0.0833 0.3183
```

Summary:
E_LUMO (alpha / beta)	-5.000 / -5.001	eV
frontier orbital gap (alpha / beta)	6.61 / 6.60	eV
calculated total energy	-10380.066	eV
ΔE to the lowest compared entry with this formula, charge and spin	5.540	eV
maximum force	6.13	eV/Å
net charge	+1

***

# 3
The following is a DFT calculation (wB97M-V/def2-TZVPD) of a 2-piece molecular cluster, C5H11N2O overall in a non-equilibrium geometry.

```
19
Properties=species:S:1:pos:R:3
O -0.5379 -1.1717 2.4271
C 0.5537 -0.6877 2.4839
C 1.3009 -0.3348 1.2073
C 0.9557 -1.4081 0.0868
C -0.2495 -0.9297 -0.7197
C -0.3574 0.2198 -1.2590
N -3.2500 2.2419 -2.6598
N 2.6250 0.0735 1.4352
H 1.0341 -0.5146 3.4607
H 0.7470 0.5590 0.8638
H 0.7330 -2.3960 0.4792
H 1.7998 -1.3813 -0.5906
H -1.0404 -1.6736 -0.8924
H -1.0015 0.5306 -2.0790
H -3.1383 1.3851 -2.1296
H -4.0244 2.7673 -2.2703
H -2.4487 2.7866 -2.3375
H 3.2574 -0.5889 1.8605
H 3.0414 0.5226 0.6334
```

Summary:
E_LUMO	-8.627	eV
frontier orbital gap	4.88	eV
calculated total energy	-10378.258	eV
ΔE to the lowest compared entry with this formula, charge and spin	7.347	eV
maximum force	4.39	eV/Å
net charge	+1